DFT (wB97M-V/def2-TZVPD) results for a structure of composition C9H11AgF6N3O6S2 at a distorted geometry.

Summary:
multiplicity	1
Kohn-Sham gap	6.6	eV
HOMO level	-3.78	eV
charge	-1

The geometry in XYZ format:
```
38
Properties=species:S:1:pos:R:3:forces:R:3:lowdin_charge:R:1
Ag -0.947 -0.738 -0.755 0.269 -0.030 1.492 0.78
C -1.396 1.380 1.496 0.152 -0.051 0.015 -0.20
C -2.051 0.165 1.183 0.184 0.020 0.222 -0.27
C -1.217 -0.906 1.660 -0.191 0.193 0.515 -0.26
C -0.094 -0.327 2.281 0.018 0.080 -0.062 -0.22
C -0.198 1.072 2.168 -0.136 -0.069 -0.051 -0.22
H -1.773 2.370 1.276 0.033 -0.036 -0.013 0.07
H -3.097 0.071 0.930 -0.020 -0.032 -0.221 0.07
H -1.535 -1.931 1.787 0.039 -0.085 -0.186 0.07
H 0.721 -0.877 2.738 -0.031 0.039 -0.040 0.07
H 0.533 1.795 2.516 -0.042 -0.033 0.007 0.07
C 3.088 -1.364 -3.632 -0.030 -0.014 0.056 -0.07
O 2.693 -2.159 -2.515 -0.030 -0.018 -0.085 -0.02
C 2.033 -1.574 -1.490 0.066 0.176 -0.014 -0.60
O 1.275 -2.207 -0.805 0.047 -0.147 -0.080 0.08
N 2.372 -0.262 -1.240 -0.074 -0.081 0.017 0.00
N 1.459 0.442 -0.437 -0.069 -0.039 -0.196 0.04
H 3.270 -2.061 -4.444 0.033 -0.042 -0.016 0.09
H 4.011 -0.817 -3.421 0.034 0.023 -0.001 0.09
H 2.290 -0.684 -3.929 -0.008 -0.012 0.014 0.08
H 2.789 0.258 -1.992 0.017 0.032 -0.011 0.11
H 1.114 1.268 -0.908 0.041 0.018 -0.025 0.08
H 1.861 0.665 0.460 -0.138 0.004 0.083 0.08
F -2.001 2.075 -5.144 -0.093 0.135 -0.091 0.13
C -1.320 0.941 -4.989 -0.110 -0.027 0.149 -0.66
F -1.969 -0.021 -5.640 -0.044 -0.108 -0.069 0.13
F -0.125 1.095 -5.557 0.146 0.052 -0.116 0.13
S -1.125 0.561 -3.163 0.053 0.295 -0.991 0.55
O -1.610 1.738 -2.514 -0.165 -0.273 0.039 -0.28
O 0.287 0.266 -3.069 -0.193 -0.021 0.116 -0.33
N -2.100 -0.681 -2.928 0.689 -0.155 0.234 -0.33
S -1.548 -2.175 -3.234 -0.066 -0.096 -0.536 0.59
O -0.490 -2.220 -4.203 -0.044 0.043 0.128 -0.28
O -1.451 -2.973 -2.044 -0.131 0.267 -0.218 -0.30
C -3.028 -2.891 -4.124 0.051 0.197 0.130 -0.68
F -2.599 -3.573 -5.181 0.019 -0.167 -0.178 0.13
F -3.876 -1.958 -4.543 -0.110 0.088 -0.103 0.13
F -3.682 -3.723 -3.322 -0.168 -0.129 0.087 0.14
```
Positions in Å, forces in eV/Å.